# 1
Here is an isolated molecule of C4H5ClO from the Open Molecules 2025 dataset. Energies are from wB97M-V/def2-TZVPD.

Values from the calculation:
- Gap between HOMO and LUMO: 11.127 eV
- Energy relative to the best compared isomer or geometry (same formula, charge and spin): 194.4 kJ/mol
- Structure (SMILES): C#C[C@@](C)(O)Cl
- Total energy: -690.7470 hartree

```
11
C4H5ClO | the Open Molecules 2025 dataset | wB97M-V/def2-TZVPD
C -1.323 -1.107 1.602
C -0.845 -0.682 0.593
C 0.809 0.918 0.137
C -0.148 -0.107 -0.480
O 0.353 -1.016 -1.401
Cl -1.336 0.882 -1.517
H -1.550 -1.780 2.388
H 1.790 0.355 0.214
H 0.426 1.299 1.138
H 0.909 1.886 -0.485
H 0.916 -0.648 -2.190
```

# 2
Here is a structure of composition C50H66Ge2N2O8S4Sr from the Open Molecules 2025 dataset. Energies are from wB97M-V/def2-TZVPD.

Values from the calculation:
- Gap between HOMO and LUMO: 6.939 eV
- Energy relative to the best compared isomer or geometry (same formula, charge and spin): 57.0 kJ/mol
- Total charge: -2
- Total energy: -8434.0546 hartree

```
133
C50H66Ge2N2O8S4Sr | the Open Molecules 2025 dataset | wB97M-V/def2-TZVPD
Sr -1.492 3.209 -1.440
N -3.408 3.254 -3.329
N -3.760 4.630 -3.584
C -2.859 5.664 -3.280
O -3.097 6.822 -3.687
O -1.800 5.248 -2.632
H -3.240 2.797 -4.231
H -4.285 2.887 -2.927
H -4.364 4.788 -4.374
C -1.909 3.203 4.970
C -0.569 2.642 4.606
C 0.266 3.385 3.822
C 1.415 2.803 3.290
C 2.325 3.671 2.437
C 1.663 1.429 3.486
C 0.820 0.728 4.325
C 1.145 -0.732 4.674
C -0.303 1.317 4.868
C 2.877 0.828 2.942
C 3.929 0.540 3.839
C 5.136 0.055 3.440
C 5.325 -0.159 2.078
C 4.309 0.085 1.167
C 2.998 0.456 1.594
Ge 1.529 0.639 0.239
S 1.515 2.537 -0.743
S -0.388 -0.107 1.297
Ge -0.750 -1.008 -0.777
S -1.745 0.268 -2.154
S 1.481 -0.998 -1.245
C -1.606 -2.882 -0.606
C -2.506 -3.124 0.450
C -3.107 -4.391 0.547
C -2.686 -5.402 -0.306
C -1.770 -5.130 -1.330
C -1.229 -3.863 -1.525
C -0.333 -3.760 -2.678
C 0.919 -4.443 -2.705
C 1.372 -5.194 -1.478
C 1.675 -4.521 -3.842
C 1.205 -3.915 -5.016
C 1.930 -3.942 -6.305
C 0.023 -3.168 -4.970
C -0.798 -3.236 -3.916
C -2.234 -2.638 -3.996
C -2.981 -2.131 1.536
C -2.368 -2.165 2.798
C -1.297 -3.145 3.235
C -2.812 -1.266 3.807
C -3.883 -0.416 3.515
C -4.383 0.477 4.579
C -4.448 -0.389 2.265
C -4.018 -1.241 1.277
C -4.591 -1.325 -0.094
C 4.754 -0.195 -0.216
C 5.186 0.765 -1.165
C 5.300 2.200 -0.700
C 5.737 0.274 -2.373
C 5.754 -1.043 -2.766
C 6.034 -1.355 -4.199
C 5.226 -1.986 -1.868
C 4.738 -1.592 -0.617
C 4.172 -2.563 0.360
H -2.433 3.295 4.035
H -1.967 4.150 5.578
H -2.502 2.439 5.588
H 0.030 4.487 3.736
H 3.055 3.118 1.839
H 2.890 4.363 3.013
H 1.756 4.306 1.751
H 1.980 -0.747 5.386
H 1.349 -1.330 3.857
H 0.266 -1.075 5.361
H -0.976 0.629 5.469
H 3.716 0.874 4.830
H 5.934 -0.264 4.109
H 6.304 -0.570 1.676
H -3.847 -4.507 1.423
H -3.086 -6.403 -0.300
H -1.444 -5.962 -1.948
H 2.424 -5.365 -1.628
H 0.863 -6.136 -1.492
H 1.232 -4.770 -0.528
H 2.640 -4.940 -3.827
H 2.996 -4.274 -6.138
H 1.941 -2.957 -6.812
H 1.504 -4.726 -6.978
H -0.398 -2.707 -5.910
H -2.432 -1.982 -3.184
H -2.937 -3.436 -3.897
H -2.315 -2.075 -4.959
H -1.421 -4.082 2.666
H -1.225 -3.420 4.294
H -0.297 -2.804 2.915
H -2.375 -1.230 4.759
H -5.453 0.393 4.829
H -4.253 1.549 4.391
H -3.932 0.223 5.578
H -5.222 0.410 2.003
H -5.130 -2.275 -0.252
H -3.967 -1.144 -0.973
H -5.428 -0.617 -0.207
H 5.710 2.201 0.354
H 4.291 2.641 -0.694
H 6.012 2.824 -1.301
H 6.034 1.123 -3.031
H 5.335 -0.820 -4.892
H 6.155 -2.397 -4.309
H 7.015 -0.980 -4.448
H 5.104 -3.039 -2.158
H 4.043 -3.487 -0.098
H 3.246 -2.132 0.770
H 4.918 -2.695 1.158
O -2.673 2.578 2.107
H -1.946 1.956 1.961
H -3.223 2.623 1.240
O -1.012 4.693 0.963
H -1.447 4.031 1.554
H -1.673 5.358 0.749
O 0.936 5.396 -2.328
H 1.072 4.931 -1.531
H -0.008 5.738 -2.250
O -0.142 3.048 -3.669
H 0.406 2.295 -3.459
H 0.344 3.862 -3.422
O -4.918 1.342 -1.625
H -4.207 0.715 -1.847
H -4.483 2.061 -1.061
C -4.513 4.318 0.167
O -3.607 3.330 -0.214
H -5.511 4.127 -0.261
H -4.184 5.346 -0.127
H -4.657 4.395 1.275
```

# 3
Here is a cluster of 3 separate species, CH9N3O2 in total from the Open Molecules 2025 dataset. Energies are from wB97M-V/def2-TZVPD.

Values from the calculation:
- Gap between HOMO and LUMO: 9.981 eV
- Energy relative to the best compared isomer or geometry (same formula, charge and spin): 144.8 kJ/mol
- Structure (SMILES): N=C(N)N.O.O
- Total energy: -358.2164 hartree

```
15
CH9N3O2 | the Open Molecules 2025 dataset | wB97M-V/def2-TZVPD
N 1.185 -1.085 0.946
C -0.126 -1.099 1.590
N -1.098 -0.396 0.792
N -0.350 -1.604 2.745
H 1.821 -1.299 1.717
H 1.297 -0.064 0.805
H -0.593 0.082 0.018
H -1.801 -0.065 1.389
H 0.568 -2.130 3.010
H -1.975 2.768 -1.275
H -3.112 2.045 -2.157
O -2.263 2.477 -2.123
H 1.832 0.218 -1.762
H 2.603 -0.314 -3.005
O 2.012 0.466 -2.691
```

# 4
Here is a cluster of 11 separate species, C5H31NO12 in total from the Open Molecules 2025 dataset. Energies are from wB97M-V/def2-TZVPD.

Values from the calculation:
- Gap between HOMO and LUMO: 8.799 eV
- Energy relative to the best compared isomer or geometry (same formula, charge and spin): 689.7 kJ/mol
- Structure (SMILES): CNCCCC(=O)O.O.O.O.O.O.O.O.O.O.O
- Total energy: -1166.5932 hartree

```
49
C5H31NO12 | the Open Molecules 2025 dataset | wB97M-V/def2-TZVPD
O 1.136 0.452 -1.635
C 2.333 0.316 -1.854
O 2.708 -0.381 -2.962
C 3.373 0.572 -0.871
C 3.067 1.152 0.527
C 2.619 0.042 1.445
C 1.106 -1.818 0.996
N 1.169 -0.359 1.095
H 2.093 -0.755 -3.724
H 4.052 1.403 -1.476
H 4.057 -0.272 -0.710
H 3.929 1.544 1.015
H 2.548 2.130 0.300
H 3.199 -1.013 1.566
H 2.589 0.408 2.598
H 0.172 -2.156 0.609
H 2.037 -2.300 0.391
H 1.010 -2.258 2.009
H 0.783 0.131 0.280
H -3.283 -0.722 -3.596
H -2.523 0.642 -2.914
O -2.455 -0.288 -3.268
H 2.264 -3.550 -0.803
H 3.295 -4.125 0.185
O 2.905 -4.094 -0.581
H -1.627 0.032 1.056
H -2.636 0.876 1.722
O -2.347 0.644 0.807
H -2.209 2.887 0.892
H -3.349 3.764 0.334
O -3.089 3.229 1.059
H -3.637 2.120 -1.541
H -2.509 1.276 -1.012
O -2.683 1.883 -1.722
H -0.864 3.434 3.815
H -0.027 3.196 2.561
O -0.056 2.976 3.509
H -0.525 2.079 -0.820
H 0.185 3.475 -0.547
O -0.447 2.782 -0.162
H -1.600 -2.640 -2.043
H -2.959 -3.319 -2.063
O -1.964 -3.487 -1.954
H -2.650 -0.839 3.589
H -1.131 -0.401 3.199
O -2.009 -0.347 3.069
H -1.978 -2.800 0.795
H -1.983 -2.522 2.302
O -1.684 -3.221 1.705
```

# 5
Here is the ion CH3O4S2 with charge -1 from the Open Molecules 2025 dataset. Energies are from wB97M-V/def2-TZVPD.

Values from the calculation:
- Gap between HOMO and LUMO: 7.826 eV
- Energy relative to the best compared isomer or geometry (same formula, charge and spin): 254.9 kJ/mol
- Total charge: -1
- Total energy: -1137.2192 hartree

```
10
CH3O4S2 | the Open Molecules 2025 dataset | wB97M-V/def2-TZVPD
C -1.662 0.742 0.432
O 2.759 1.035 -0.040
O 0.684 0.439 -1.338
O -0.981 -1.554 -0.543
O 1.675 -1.294 0.414
S -1.249 -0.133 -0.980
S 1.422 0.454 0.018
H -1.329 0.427 1.393
H 0.886 -1.851 0.297
H -2.203 1.735 0.346
```

# 6
Here is an isolated molecule of C3H6N2OS from the Open Molecules 2025 dataset. Energies are from wB97M-V/def2-TZVPD.

Values from the calculation:
- Gap between HOMO and LUMO: 10.016 eV
- Energy relative to the best compared isomer or geometry (same formula, charge and spin): 221.4 kJ/mol
- Structure (SMILES): NN1C[C@@H](S)C1=O
- Total energy: -700.8049 hartree

```
13
C3H6N2OS | the Open Molecules 2025 dataset | wB97M-V/def2-TZVPD
C 0.122 1.079 -0.864
C -0.837 0.424 0.116
C 0.403 -0.130 0.811
H 2.996 -0.378 -0.375
H 2.900 0.994 0.627
H -0.075 0.783 -1.888
H 0.198 2.182 -0.772
H -1.343 1.142 0.791
H -1.177 -1.456 -1.245
N 2.576 0.548 -0.207
N 1.199 0.375 -0.165
O 0.641 -0.838 1.769
S -2.074 -0.704 -0.567
```